# C10H28AsCl4F6O10P2

A structure of composition C10H28AsCl4F6O10P2 (ωB97M-V with the def2-TZVPD basis set, the OMol25 dataset).

Calculated values
HOMO = -7.03 eV
LUMO level = 2.380 eV
maximum force = 0.1193 hartree/bohr
net charge = -1
orbital gap = 9.4 eV

Geometry (Å):
1 As 18.85177 11.66137 0.09098
2 F 20.68083 11.32557 0.26666
3 F 19.06587 11.88083 -1.69256
4 F 17.15291 12.03609 -0.06291
5 F 18.55204 11.14060 1.80802
6 F 19.10849 13.42877 0.49275
7 F 18.69222 9.89689 -0.23174
8 C 19.11758 14.82956 3.81809
9 O 20.52573 15.04542 3.59958
10 P 21.61855 13.88538 4.32179
11 O 23.09500 14.26903 4.36963
12 O 21.07647 13.58395 5.79631
13 C 21.90764 13.52443 6.96557
14 O 21.19373 12.54464 3.45004
15 C 21.89642 11.32473 3.73409
16 H 18.77409 14.95627 2.79142
17 H 18.96885 15.81525 4.25900
18 H 18.75496 13.97773 4.39341
19 H 21.69688 12.61420 7.52695
20 H 21.68732 14.39438 7.58424
21 H 22.97945 13.58105 6.77551
22 H 21.27848 10.53368 3.30925
23 H 22.22496 10.97683 4.71344
24 H 22.83341 11.34834 3.17767
25 C 15.69341 14.09720 1.99202
26 O 15.53155 14.14737 0.56956
27 P 15.55061 15.49125 -0.29391
28 O 15.65855 16.73948 0.48149
29 O 16.67989 15.16252 -1.38266
30 C 17.77955 16.12193 -1.57471
31 O 14.13778 15.30860 -1.03660
32 C 13.81436 14.05787 -1.69951
33 H 16.69802 14.43047 2.25240
34 H 15.54480 13.06467 2.30812
35 H 14.96884 14.73798 2.49450
36 H 17.49869 16.83784 -2.34716
37 H 18.73495 15.65787 -1.81955
38 H 17.92498 16.79762 -0.73186
39 H 13.18727 13.44450 -1.05248
40 H 14.77971 13.71152 -2.06861
41 H 13.17626 14.38849 -2.51903
42 C 18.98033 7.91925 2.51935
43 C 18.78670 6.50704 3.06504
44 O 19.88114 5.61066 2.94916
45 O 19.73348 8.01129 1.40828
46 H 19.52558 8.53660 3.23327
47 H 17.98695 8.36788 2.51414
48 H 17.98148 6.24170 2.37997
49 H 18.35270 6.48503 4.06466
50 H 20.22014 5.74619 2.06129
51 H 19.41297 8.62762 0.74569
52 C 17.85194 12.20267 -4.16899
53 Cl 18.68012 13.79134 -4.06914
54 Cl 17.11520 11.97950 -5.78797
55 H 18.60340 11.42942 -4.00932
56 H 16.99115 12.17858 -3.50074
57 C 15.24142 9.88685 1.51077
58 Cl 13.50036 10.26281 1.40680
59 Cl 15.62113 9.54567 3.28493
60 H 15.61211 9.21183 0.73939
61 H 15.78606 10.82400 1.39572